Entry 1
24
Properties=species:S:1:pos:R:3:lowdin_charge:R:1 method="wB97M-V/def2-TZVPD" lumo_ev=0.73 gap_ev=10.2 smiles="CC(=O)NO.CC(C)C" charge=0
H 0.24 2.44 0.00 0.075
H -1.87 1.30 -0.82 0.074
H 0.14 0.02 -0.04 0.074
O -2.44 -0.80 1.38 -0.009
H 1.29 -2.02 1.35 0.080
C -1.30 0.66 -1.48 -0.082
H -2.31 0.12 1.69 0.104
H -1.78 -0.31 -1.52 0.072
C -0.19 -0.60 2.03 -0.577
C 1.15 -1.28 2.14 0.009
H -1.32 1.10 -2.48 0.077
H 0.51 -1.29 -2.11 0.073
H -1.13 -2.33 1.25 0.154
H 0.73 2.49 -1.70 0.078
H 1.93 -0.53 2.08 0.090
H 1.97 -0.47 -1.58 0.072
O -0.42 0.55 2.37 0.048
H 1.23 -1.78 3.10 0.088
N -1.17 -1.36 1.50 0.009
C 0.97 -0.32 -1.97 -0.084
H 1.81 1.80 -0.48 0.074
C 0.14 0.53 -1.00 -0.497
H 1.04 0.18 -2.93 0.078
C 0.77 1.90 -0.78 -0.079

***

Entry 2
24
Properties=species:S:1:pos:R:3:lowdin_charge:R:1 method="wB97M-V/def2-TZVPD" lumo_ev=0.58 gap_ev=9.8 smiles="CCN(CC)C(C)=O.O" charge=0
H 0.13 -2.36 1.49 0.071
C -1.42 -1.09 0.88 -0.534
H -1.61 0.85 -1.78 0.074
C 1.32 -0.16 -1.09 -0.083
H -2.45 2.34 -1.24 0.076
C -0.83 -2.47 0.95 0.002
H 1.21 -0.99 0.78 0.104
H 3.39 1.70 -0.57 0.039
H -0.54 2.10 0.25 0.125
H -0.62 -2.87 -0.06 0.090
H -3.06 0.74 -0.73 0.077
H -1.93 1.47 1.19 0.125
O -2.52 -0.96 1.34 0.061
H 2.42 -0.23 -0.99 0.049
C 0.74 -0.08 0.35 -0.217
H 4.24 0.63 0.18 0.050
O 3.88 1.54 0.27 -0.085
H 1.08 0.74 -1.67 0.071
C -1.29 1.28 0.31 -0.211
N -0.70 -0.05 0.41 -0.083
H -1.45 -3.21 1.49 0.093
H 0.97 -1.05 -1.65 0.076
C -2.15 1.32 -0.94 -0.087
H 1.20 0.80 0.84 0.116

***

Entry 3
24
Properties=species:S:1:pos:R:3:lowdin_charge:R:1 method="wB97M-V/def2-TZVPD" lumo_ev=0.81 gap_ev=9.6 smiles=C[C@@H](O)[C@H](O)[C@@H](C)CN charge=0
H -0.74 -1.46 0.00 0.137
H 0.59 -0.48 1.96 0.072
H -3.33 -1.49 0.43 0.068
H -1.07 -0.91 2.35 0.073
H 1.66 -1.34 -0.20 0.142
H -3.22 -0.38 1.64 0.058
C -0.45 -0.24 1.76 -0.062
H -0.10 0.24 -1.68 0.144
H -2.42 0.05 -1.14 0.110
H 2.06 -0.78 -2.56 0.080
C 0.21 0.34 -0.63 -0.330
C 2.48 -0.13 -1.80 -0.049
H 2.43 0.90 -2.14 0.084
H -0.65 0.78 2.09 0.086
C 1.71 -0.29 -0.49 -0.359
O 2.37 0.37 0.58 -0.051
N -3.31 -0.50 0.64 -0.011
H -2.26 1.22 0.18 0.112
O 0.28 1.71 -0.37 -0.019
C -2.24 0.15 -0.06 -0.246
C -0.76 -0.40 0.27 -0.307
H 2.64 1.24 0.28 0.098
H 0.57 1.80 0.55 0.090
H 3.53 -0.39 -1.65 0.081

***

Entry 4
24
Properties=species:S:1:pos:R:3:lowdin_charge:R:1 method="wB97M-V/def2-TZVPD" lumo_ev=0.53 gap_ev=9.3 smiles="CCC(=O)N(C)CC.O" charge=0
H -2.82 -0.31 0.65 0.048
H -3.18 1.13 0.20 0.060
C 1.67 2.00 1.94 -0.115
O -2.59 0.63 0.81 -0.068
N -0.08 -0.07 -0.82 -0.124
H -0.31 -0.19 -2.95 0.088
H 1.69 1.96 3.04 0.074
H 2.70 1.89 1.57 0.079
H 1.28 2.99 1.64 0.081
H -0.20 0.98 1.89 0.105
H 1.22 -0.09 1.72 0.110
C 0.78 0.88 1.40 -0.173
H -1.30 -1.83 -0.59 0.104
C -0.30 -1.45 -0.30 -0.227
C 0.68 -2.51 -0.86 -0.078
H -1.84 -0.23 -2.03 0.079
H 0.38 -2.80 -1.88 0.070
H -0.28 -1.38 0.80 0.107
O 1.29 1.64 -0.77 0.068
C -0.83 0.20 -2.06 -0.045
H 1.74 -2.19 -0.88 0.078
H -0.91 1.30 -2.16 0.094
C 0.64 0.84 -0.14 -0.486
H 0.60 -3.39 -0.20 0.072

***

Stability, descending: entry 2, entry 3, entry 4, entry 1